1.
{
  "formula": "C22H25CoN4O7PS",
  "method": "the ωB97M-V functional and the def2-TZVPD basis",
  "symbols": ["Co", "O", "C", "O", "C", "O", "C", "C", "O", "O", "H", "H", "H", "H", "H", "N", "C", "C", "C", "C", "C", "C", "S", "O", "O", "N", "C", "N", "C", "C", "C", "N", "H", "H", "H", "H", "H", "H", "H", "H", "H", "C", "P", "C", "C", "C", "C", "C", "C", "C", "H", "H", "H", "H", "H", "H", "H", "H", "H", "H", "H"],
  "positions_angstrom": [[-1.165, 0.472, 0.035], [2.631, 0.130, -0.864], [1.305, -0.323, -0.667], [0.680, 0.442, 0.247], [0.590, -0.266, -2.034], [-0.807, 0.082, -1.873], [-1.725, -0.977, -2.231], [-1.988, -1.857, -1.003], [-2.651, -2.861, -1.113], [-1.375, -1.439, 0.072], [2.683, 0.972, -0.388], [0.663, -1.191, -2.604], [1.053, 0.545, -2.593], [-1.324, -1.555, -3.061], [-2.646, -0.501, -2.556], [3.741, 5.015, 3.145], [2.565, 4.441, 2.772], [2.353, 4.043, 1.442], [1.172, 3.442, 1.070], [0.179, 3.239, 2.023], [0.361, 3.638, 3.345], [1.546, 4.227, 3.717], [-1.325, 2.490, 1.603], [-2.430, 3.166, 2.199], [-1.312, 1.005, 1.887], [-1.332, 2.412, -0.041], [-2.683, 2.279, -0.438], [-3.485, 3.256, -0.782], [-4.750, 2.893, -1.005], [-5.208, 1.585, -0.875], [-4.278, 0.616, -0.558], [-3.011, 0.977, -0.370], [4.401, 5.308, 2.448], [3.831, 5.427, 4.056], [3.122, 4.228, 0.701], [0.998, 3.149, 0.044], [-0.430, 3.499, 4.072], [1.692, 4.543, 4.742], [-5.428, 3.689, -1.291], [-6.247, 1.337, -1.025], [-4.516, -0.438, -0.468], [3.331, -2.342, 0.271], [1.558, -2.085, 0.072], [0.864, -2.116, 1.724], [0.970, -3.428, -0.956], [1.615, -3.652, -2.177], [1.207, -4.695, -2.989], [0.166, -5.523, -2.582], [-0.469, -5.305, -1.370], [-0.072, -4.257, -0.553], [3.851, -2.210, -0.675], [3.487, -3.355, 0.643], [3.724, -1.618, 0.984], [1.335, -2.922, 2.286], [-0.215, -2.237, 1.691], [1.093, -1.154, 2.184], [2.439, -3.021, -2.492], [1.704, -4.869, -3.934], [-0.151, -6.339, -3.218], [-1.290, -5.938, -1.063], [-0.597, -4.071, 0.374]],
  "multiplicity": 1,
  "e_lumo_ev": [-3.14, -3.14],
  "fmax_ev_per_a": 0.49,
  "e_homo_ev": [-10.9017, -10.9017],
  "energy_ev": -101258.25329,
  "charge": 1,
  "relative_energy_kcal_mol": 9.8
}

***

2.
{
  "formula": "C22H25CrN7O3S",
  "method": "the ωB97M-V functional and the def2-TZVPD basis",
  "symbols": ["Cr", "C", "C", "C", "C", "N", "C", "N", "C", "N", "C", "N", "C", "C", "C", "C", "C", "N", "C", "C", "C", "C", "C", "C", "H", "H", "H", "H", "H", "H", "H", "H", "H", "H", "H", "H", "N", "C", "C", "C", "N", "H", "H", "H", "H", "H", "H", "H", "H", "H", "H", "C", "S", "O", "O", "O", "H", "H", "H"],
  "positions_angstrom": [[-0.170, 0.255, 0.358], [2.833, -0.497, 3.414], [3.558, -1.596, 2.957], [3.226, -2.115, 1.733], [2.171, -1.552, 0.987], [1.439, -0.517, 1.454], [1.806, -0.011, 2.638], [1.990, -2.099, -0.230], [0.931, -2.019, -0.952], [-0.270, -1.455, -0.620], [-1.089, -1.562, -1.704], [-2.280, -1.088, -1.796], [-2.803, -0.093, -1.075], [-4.210, 0.035, -1.113], [-4.809, 1.156, -0.604], [-3.978, 2.182, -0.143], [-2.616, 1.977, -0.112], [-2.015, 0.829, -0.460], [-0.420, -2.294, -2.776], [-0.787, -2.600, -4.072], [0.169, -3.207, -4.879], [1.438, -3.506, -4.398], [1.805, -3.199, -3.094], [0.865, -2.577, -2.297], [3.074, -0.022, 4.351], [4.363, -2.012, 3.542], [3.741, -2.959, 1.303], [1.243, 0.840, 2.985], [-4.768, -0.765, -1.572], [-5.883, 1.262, -0.604], [-4.393, 3.125, 0.175], [-1.962, 2.779, 0.192], [-1.773, -2.364, -4.437], [-0.077, -3.449, -5.901], [2.155, -3.981, -5.049], [2.785, -3.425, -2.709], [-1.368, -0.229, 2.195], [-2.101, 0.874, 2.849], [-1.162, 1.944, 3.411], [-0.519, 2.902, 2.397], [0.149, 2.240, 1.264], [-2.042, -0.961, 1.965], [-0.746, -0.641, 2.894], [-2.692, 0.477, 3.683], [-2.791, 1.306, 2.122], [-0.398, 1.454, 4.017], [-1.746, 2.571, 4.087], [0.194, 3.533, 2.942], [-1.298, 3.564, 2.014], [1.151, 2.155, 1.456], [0.170, 2.875, 0.457], [3.127, 1.389, -2.334], [1.948, 1.781, -1.039], [1.353, 3.088, -1.189], [2.586, 1.574, 0.249], [0.886, 0.735, -1.232], [4.032, 1.964, -2.198], [2.661, 1.601, -3.286], [3.320, 0.330, -2.216]],
  "multiplicity": 2,
  "e_lumo_ev": [-4.45, -3.84],
  "fmax_ev_per_a": 1.71,
  "e_homo_ev": [-11.1011, -11.1098],
  "energy_ev": -79046.40060,
  "charge": 1,
  "s_squared": 0.76
}

***

3.
{
  "formula": "C22H25F6IMgN4O5S2Se",
  "method": "the ωB97M-V functional and the def2-TZVPD basis",
  "symbols": ["Mg", "I", "C", "C", "C", "C", "C", "C", "C", "C", "C", "C", "H", "H", "H", "H", "H", "H", "C", "C", "N", "C", "C", "N", "C", "C", "H", "H", "H", "H", "H", "H", "H", "H", "H", "H", "H", "H", "H", "F", "C", "F", "F", "S", "O", "O", "N", "S", "O", "O", "C", "F", "F", "F", "C", "C", "C", "O", "H", "H", "H", "H", "H", "H", "Se", "C", "N"],
  "positions_angstrom": [[-0.259, -1.211, 0.263], [-0.265, -0.112, 3.438], [1.793, -0.467, 3.271], [2.468, -0.563, 4.455], [3.875, -0.652, 4.464], [4.553, -0.572, 3.286], [3.864, -0.455, 2.053], [4.607, -0.296, 0.855], [3.954, -0.161, -0.331], [2.543, -0.265, -0.367], [1.743, -0.464, 0.738], [2.442, -0.472, 1.997], [1.926, -0.545, 5.391], [4.400, -0.748, 5.405], [5.637, -0.588, 3.271], [5.689, -0.276, 0.911], [4.510, -0.019, -1.251], [2.089, -0.226, -1.354], [-0.123, 3.922, -1.616], [0.161, 2.424, -1.361], [-0.258, 2.053, -0.015], [-1.697, 2.207, 0.129], [-2.109, 3.666, -0.179], [-0.839, 4.446, -0.401], [0.057, 4.347, 0.807], [0.453, 2.857, 0.960], [-0.781, 4.091, -2.467], [0.776, 4.527, -1.733], [1.227, 2.216, -1.457], [-0.367, 1.813, -2.086], [-1.978, 1.933, 1.145], [-2.199, 1.514, -0.542], [-2.637, 4.152, 0.641], [-2.697, 3.762, -1.091], [-1.076, 5.422, -0.554], [-0.518, 4.726, 1.651], [0.903, 5.009, 0.627], [0.210, 2.503, 1.961], [1.524, 2.717, 0.810], [1.468, -0.802, -3.784], [0.929, -1.964, -3.434], [1.815, -2.638, -2.711], [0.640, -2.661, -4.520], [-0.611, -1.674, -2.406], [-0.427, -0.360, -1.797], [-0.533, -2.679, -1.355], [-1.835, -1.868, -3.313], [-2.211, -0.759, -4.417], [-3.091, -1.360, -5.358], [-1.085, 0.018, -4.838], [-3.275, 0.451, -3.440], [-3.441, 0.076, -2.183], [-2.692, 1.664, -3.423], [-4.460, 0.581, -4.009], [-1.160, -5.015, 0.704], [-1.056, -3.890, 1.679], [-1.945, -3.892, 2.886], [-0.274, -2.964, 1.506], [-1.072, -5.967, 1.232], [-0.410, -4.924, -0.075], [-2.163, -4.984, 0.267], [-2.652, -4.717, 2.884], [-2.486, -2.945, 2.911], [-1.309, -3.941, 3.773], [-4.720, -2.579, 0.412], [-3.250, -1.549, 0.504], [-2.297, -0.874, 0.578]],
  "multiplicity": 1,
  "e_lumo_ev": -0.83,
  "fmax_ev_per_a": 0.70,
  "e_homo_ev": -7.3990,
  "energy_ev": -156285.26460,
  "relative_energy_kcal_mol": 0.0
}

***

4.
{
  "formula": "C22H25N3O4",
  "method": "the ωB97M-V functional and the def2-TZVPD basis",
  "symbols": ["C", "C", "O", "C", "C", "C", "C", "C", "C", "N", "C", "O", "C", "C", "N", "C", "C", "C", "C", "N", "C", "C", "O", "C", "C", "C", "C", "C", "O", "H", "H", "H", "H", "H", "H", "H", "H", "H", "H", "H", "H", "H", "H", "H", "H", "H", "H", "H", "H", "H", "H", "H", "H", "H"],
  "positions_angstrom": [[1.410, 0.012, 3.857], [0.435, -0.459, 2.785], [0.769, 0.028, 1.498], [0.759, 1.366, 1.274], [-0.031, 2.284, 1.960], [-0.025, 3.622, 1.608], [0.770, 4.075, 0.572], [1.573, 3.181, -0.114], [1.574, 1.841, 0.234], [2.395, 0.927, -0.477], [3.292, 0.064, 0.134], [3.551, 0.054, 1.306], [3.931, -0.780, -0.950], [3.234, -0.378, -2.247], [2.378, -1.421, -2.812], [1.086, -1.549, -2.233], [-0.046, -1.170, -2.944], [-1.306, -1.252, -2.387], [-1.490, -1.730, -1.088], [-2.743, -1.850, -0.487], [-2.885, -1.459, 0.905], [-3.147, 0.050, 1.004], [-4.303, 0.418, 0.284], [-4.192, 0.051, -1.076], [-3.937, -1.457, -1.208], [-0.351, -2.180, -0.411], [0.908, -2.083, -0.962], [2.373, 0.825, -1.853], [1.736, 1.523, -2.597], [1.303, 1.079, 4.038], [2.426, -0.179, 3.522], [1.225, -0.524, 4.784], [-0.600, -0.198, 3.046], [0.501, -1.545, 2.676], [-0.670, 1.954, 2.764], [-0.654, 4.312, 2.151], [0.771, 5.119, 0.299], [2.202, 3.515, -0.923], [5.000, -0.566, -0.971], [3.813, -1.839, -0.732], [3.953, -0.088, -3.018], [2.271, -1.263, -3.809], [0.062, -0.774, -3.944], [-2.141, -0.914, -2.981], [-1.993, -1.712, 1.472], [-3.739, -2.003, 1.323], [-3.331, 0.350, 2.037], [-2.271, 0.594, 0.614], [-5.137, 0.334, -1.543], [-3.369, 0.612, -1.544], [-3.868, -1.756, -2.253], [-4.778, -1.993, -0.754], [-0.448, -2.632, 0.563], [1.751, -2.438, -0.393]],
  "multiplicity": 1,
  "e_lumo_ev": 0.75,
  "fmax_ev_per_a": 0.58,
  "e_homo_ev": -7.3805,
  "energy_ev": -35880.33279,
  "relative_energy_kcal_mol": 43.7
}